Record 1
Density functional theory data (the ωB97M-V functional and the def2-TZVPD basis) for a structure of composition C38H39BrN6NiO4 at a distorted geometry.

Orbital gap (spin up / spin down) ... 7.177 / 5.319 eV
Multiplicity ... 3
⟨S²⟩ ... 2.07
Calculated total energy ... -6182.674263 Eh
Net charge ... +2

Each line ends with the Löwdin charge.
Atoms and positions in Å:
Ni1 0.156 -0.298 -0.036  0.431
C1 4.135 0.845 5.896  -0.035
C2 3.047 0.559 4.914  -0.260
C3 1.827 0.070 5.295  0.023
C4 0.737 -0.097 4.393  -0.099
C5 -0.461 -0.400 5.053  0.005
N1 -1.718 -0.150 4.737  0.073
C6 -2.165 0.611 3.598  -0.165
C7 -3.613 1.083 3.792  -0.118
C8 -4.100 1.973 2.645  -0.075
N2 -4.042 1.193 1.404  0.003
C9 -5.194 0.363 0.899  -0.147
C10 -4.508 0.002 -1.547  -0.152
C11 -5.227 -0.730 -2.423  0.045
C12 -4.552 -1.542 -3.376  -0.208
C13 -5.318 -2.504 -4.208  -0.018
C14 -3.193 -1.341 -3.553  0.043
C15 -2.390 -0.619 -2.666  -0.096
C16 -1.007 -0.471 -2.956  -0.085
N3 -0.011 -0.198 -2.180  0.025
C17 1.243 0.022 -2.861  -0.199
C18 2.413 -0.679 -2.173  -0.164
C19 2.999 0.153 -1.044  -0.213
N4 2.159 0.141 0.143  0.004
C20 2.760 0.485 1.220  -0.083
C21 2.306 0.455 2.583  -0.107
C22 3.258 0.753 3.544  0.050
C23 0.974 0.032 2.954  -0.273
O1 0.108 -0.282 2.096  -0.048
C24 -3.040 -0.171 -1.416  -0.093
O2 -2.080 0.037 0.508  -0.029
H1 3.729 1.024 6.888  0.084
H2 4.709 1.714 5.586  0.087
H3 4.819 -0.001 5.957  0.094
H4 1.647 -0.116 6.345  0.127
H5 -0.343 -0.830 6.043  0.149
H6 -2.435 -0.477 5.371  0.163
H7 -2.016 -0.022 2.715  0.103
H8 -1.500 1.474 3.486  0.149
H9 -3.678 1.653 4.721  0.136
H10 -4.282 0.223 3.881  0.130
H11 -3.454 2.847 2.541  0.145
H12 -5.121 2.310 2.831  0.146
H13 -3.247 0.531 1.559  0.119
H14 -6.135 0.639 1.373  0.157
H15 -6.304 -0.668 -2.449  0.133
H16 -6.091 -2.985 -3.611  0.096
H17 -4.662 -3.262 -4.631  0.092
H18 -5.816 -1.990 -5.033  0.105
H19 -2.720 -1.778 -4.420  0.137
H20 -0.789 -0.635 -4.016  0.139
H21 1.426 1.103 -2.867  0.133
H22 1.176 -0.311 -3.906  0.120
H23 3.193 -0.862 -2.910  0.121
H24 2.080 -1.645 -1.782  0.116
H25 3.118 1.188 -1.383  0.129
H26 3.995 -0.230 -0.794  0.126
H27 3.810 0.787 1.141  0.135
H28 4.229 1.107 3.227  0.132
C25 -1.127 2.947 -0.315  -0.009
O3 -1.460 1.722 -0.974  -0.057
C26 -2.504 0.985 -0.514  -0.316
C27 -3.766 1.717 0.042  -0.066
C28 -4.991 0.971 -0.531  -0.600
Br1 -6.464 2.121 -1.143  0.842
C29 -4.925 -1.093 0.967  0.063
C30 -3.833 -1.753 0.503  -0.012
C31 -2.633 -1.119 -0.157  -0.303
O4 -1.574 -1.978 -0.392  0.064
C32 -3.962 -3.193 0.457  -0.274
N5 -5.150 -3.753 0.368  0.181
C33 -4.929 -5.087 0.251  -0.222
C34 -5.829 -6.134 0.040  -0.004
C35 -5.307 -7.393 -0.132  -0.072
C36 -3.926 -7.636 -0.055  -0.069
C37 -3.017 -6.625 0.177  -0.014
C38 -3.532 -5.343 0.300  -0.179
N6 -2.946 -4.113 0.425  0.174
H29 -1.212 2.854 0.768  0.096
H30 -1.747 3.766 -0.686  0.104
H31 -0.086 3.145 -0.565  0.107
H32 -3.732 2.798 -0.058  0.162
H33 -5.730 -1.720 1.322  0.129
H34 -1.530 -2.220 -1.332  0.130
H35 -6.888 -5.946 0.004  0.114
H36 -5.969 -8.222 -0.333  0.110
H37 -3.566 -8.645 -0.185  0.110
H38 -1.958 -6.816 0.254  0.112
H39 -1.961 -3.922 0.518  0.158



Record 2
Density functional theory data (the ωB97M-V functional and the def2-TZVPD basis) for a structure of composition C26H35EuO2 at a distorted geometry.

Orbital gap (spin up / spin down) ... 2.915 / 2.917 eV
Multiplicity ... 8
⟨S²⟩ ... 15.76
Calculated total energy ... -1872.363602 Eh
Net charge ... -1

Each line ends with the Löwdin charge.
Atoms and positions in Å:
O1 3.579 -0.465 -3.422  -0.347
C1 4.724 -1.290 -2.940  -0.137
C2 5.342 -1.484 -4.312  -0.066
H1 4.323 -2.209 -2.487  0.102
H2 5.329 -0.694 -2.238  0.134
C3 4.159 -0.628 -4.820  -0.505
H3 5.363 -2.520 -4.651  0.121
H4 6.326 -1.012 -4.400  0.119
C4 3.127 -1.289 -5.722  -0.009
H5 2.753 -2.222 -5.285  0.093
H6 3.551 -1.496 -6.719  0.099
H7 2.272 -0.604 -5.836  0.090
C5 4.589 0.729 -5.347  -0.018
H8 5.186 1.268 -4.600  0.096
H9 3.706 1.334 -5.597  0.095
H10 5.195 0.619 -6.256  0.097
Eu1 1.925 -0.105 -2.027  1.647
C6 0.461 2.218 0.170  -0.165
C7 1.316 1.516 1.051  -0.178
C8 2.627 1.512 0.497  -0.257
H11 1.020 1.113 2.022  0.067
C9 2.590 2.228 -0.748  -0.345
C10 1.225 2.627 -0.959  -0.249
H12 0.840 3.223 -1.786  0.069
H13 -0.594 2.430 0.352  0.090
H14 3.510 1.104 0.996  0.060
H15 3.444 2.501 -1.385  0.060
C11 -1.455 0.396 -1.695  -0.157
C12 -0.998 1.246 -2.736  -0.206
C13 -0.363 0.444 -3.729  -0.290
H16 -1.173 2.318 -2.789  0.079
C14 -0.415 -0.920 -3.274  -0.334
C15 -1.066 -0.929 -1.999  -0.206
H17 -1.298 -1.807 -1.391  0.069
H18 -2.052 0.692 -0.830  0.095
H19 -0.017 0.800 -4.709  0.059
H20 -0.084 -1.797 -3.830  0.054
O2 4.395 -4.774 -0.371  -0.165
C16 3.176 -4.047 -0.631  -0.187
C17 3.222 -2.696 0.120  -0.156
H21 2.323 -4.657 -0.264  0.125
H22 3.074 -3.972 -1.732  0.105
C18 4.503 -2.750 0.984  -0.139
H23 2.326 -2.627 0.741  0.096
H24 3.256 -1.828 -0.562  0.034
C19 5.154 -4.129 0.674  -0.188
H25 4.253 -2.684 2.050  0.111
H26 5.220 -1.960 0.746  0.100
H27 5.122 -4.749 1.591  0.113
H28 6.199 -4.078 0.319  0.111
C20 -0.366 -1.489 1.373  -0.121
C21 -1.667 -1.108 1.686  -0.389
C22 -1.944 0.100 2.422  -0.101
C23 -3.248 0.538 2.604  -0.157
C24 -4.333 -0.217 2.117  -0.187
C25 -4.093 -1.424 1.432  -0.160
C26 -2.800 -1.871 1.229  -0.115
H29 -0.198 -2.338 0.715  -0.016
H30 0.476 -0.998 1.841  -0.019
H31 -1.095 0.673 2.807  0.080
H32 -3.436 1.473 3.136  0.079
H33 -5.351 0.122 2.271  0.055
H34 -4.933 -2.012 1.056  0.079
H35 -2.600 -2.818 0.712  0.086



Record 3
Density functional theory data (the ωB97M-V functional and the def2-TZVPD basis) for the molecule C3H4N4O at a distorted geometry.

Orbital gap ... 9.429 eV
Calculated total energy ... -410.883980 Eh
SMILES string ... [H]/N=c1/nnnc(C)o1

Each line ends with the Löwdin charge.
Atoms and positions in Å:
H1 2.076 -1.968 1.430  0.068
N1 1.073 -2.137 1.525  0.182
C1 0.257 -1.408 0.847  -0.438
N2 -1.099 -1.685 0.872  0.066
N3 -1.956 -0.909 0.503  0.053
N4 -1.570 0.353 -0.150  0.119
C2 -0.332 0.467 -0.297  -0.435
C3 0.126 1.672 -1.121  0.023
O1 0.651 -0.288 0.152  0.124
H2 0.152 2.471 -0.398  0.085
H3 -0.528 1.936 -1.878  0.058
H4 1.151 1.495 -1.485  0.095



Record 4
Density functional theory data (the ωB97M-V functional and the def2-TZVPD basis) for a structure of composition C8H18F3I2OP2Ti at a distorted geometry.

Orbital gap (spin up / spin down) ... 3.931 / 4.266 eV
Multiplicity ... 2
⟨S²⟩ ... 0.76
Calculated total energy ... -2817.369389 Eh
Net charge ... +2

Each line ends with the Löwdin charge.
Atoms and positions in Å:
I1 5.734 1.121 -2.454  0.070
I2 4.301 0.234 -4.572  0.083
Ti1 0.033 0.139 0.592  0.804
P1 0.542 -2.192 0.612  0.766
C1 2.105 -2.903 -0.042  -0.231
C2 0.702 -2.493 2.424  -0.206
H1 0.871 -3.566 2.607  0.088
H2 -0.434 -4.420 0.445  0.085
H3 -0.214 -2.154 2.927  0.049
H4 -1.684 -3.111 0.471  0.045
H5 2.964 -2.310 0.313  0.063
H6 1.571 -1.938 2.804  0.063
C3 -0.704 -3.417 0.079  -0.201
H7 2.256 -3.953 0.283  0.084
H8 -0.724 -3.417 -1.019  0.072
H9 2.085 -2.880 -1.145  0.066
P2 -0.730 2.196 -0.347  0.766
C4 0.308 3.289 -1.398  -0.231
C5 -2.360 2.292 -1.166  -0.202
H10 -1.610 2.677 1.872  0.049
H11 -1.372 4.191 0.911  0.088
H12 0.036 3.375 1.642  0.063
C6 -0.948 3.211 1.177  -0.206
H13 -3.080 1.705 -0.579  0.045
H14 -2.686 3.341 -1.247  0.085
H15 -0.138 4.296 -1.524  0.084
H16 0.428 2.833 -2.396  0.065
H17 -2.255 1.860 -2.170  0.072
H18 1.305 3.413 -0.941  0.064
C7 1.438 0.206 -0.963  -0.071
O1 2.354 0.314 -1.685  0.061
F1 -2.276 -1.383 1.984  0.031
C8 -2.125 -0.388 1.039  -0.534
F2 -2.827 -0.831 -0.082  0.040
F3 -2.865 0.663 1.545  0.031



Record 5
Density functional theory data (the ωB97M-V functional and the def2-TZVPD basis) for a structure of composition C21H23AuN5O4 at a distorted geometry.

Orbital gap (spin up / spin down) ... 5.326 / 5.321 eV
Calculated total energy ... -1524.180762 Eh
Net charge ... +1

Each line ends with the Löwdin charge.
Atoms and positions in Å:
Au1 1.309 0.511 0.181  1.354
C1 2.819 1.186 2.724  -0.045
N1 1.545 0.529 2.330  -0.271
C2 1.512 -0.895 2.786  -0.021
C3 0.336 1.231 2.767  -0.225
C4 0.313 2.037 3.865  -0.023
C5 -0.906 2.604 4.283  -0.064
C6 -2.092 2.329 3.600  -0.066
C7 -2.078 1.538 2.468  -0.004
C8 -0.849 1.014 1.991  -0.252
N2 -0.670 0.321 0.848  -0.059
C9 -1.719 0.154 -0.123  -0.255
C10 -2.249 1.281 -0.748  -0.048
C11 -3.221 1.150 -1.732  -0.077
C12 -3.654 -0.130 -2.061  -0.065
C13 -3.098 -1.245 -1.439  -0.007
C14 -2.109 -1.129 -0.461  -0.213
N3 -1.551 -2.240 0.216  -0.189
C15 -2.419 -3.402 0.413  -0.069
C16 -0.203 -2.609 -0.200  -0.081
H1 2.975 1.077 3.798  0.105
H2 2.779 2.238 2.455  0.111
H3 3.626 0.710 2.176  0.087
H4 1.508 -0.910 3.876  0.114
H5 2.412 -1.379 2.411  0.102
H6 0.628 -1.394 2.393  0.082
H7 1.214 2.211 4.438  0.114
H8 -0.917 3.239 5.161  0.108
H9 -3.031 2.732 3.956  0.115
H10 -2.994 1.310 1.939  0.116
H11 -1.874 2.261 -0.468  0.128
H12 -3.627 2.028 -2.219  0.112
H13 -4.422 -0.270 -2.813  0.113
H14 -3.436 -2.239 -1.713  0.116
H15 -2.469 -4.067 -0.462  0.089
H16 -3.430 -3.073 0.650  0.096
H17 -2.055 -3.996 1.250  0.090
H18 -0.192 -3.188 -1.136  0.096
H19 0.270 -3.220 0.571  0.090
H20 0.412 -1.720 -0.363  0.026
O1 3.392 0.039 -5.938  0.140
C17 3.399 -0.383 -4.649  -0.463
O2 4.241 -1.125 -4.258  0.179
C18 2.254 0.057 -3.792  -0.041
C19 0.903 -0.091 -4.016  0.042
N4 0.259 0.253 -2.886  0.075
N5 1.136 0.671 -1.954  -0.012
C20 2.342 0.512 -2.477  -0.138
C21 3.514 0.870 -1.614  -0.523
O3 4.544 1.206 -2.114  0.174
O4 3.260 0.794 -0.296  -0.180
H21 2.739 0.748 -6.027  0.119
H22 0.358 -0.431 -4.886  0.156
H23 -0.735 0.298 -2.703  0.145



Record 6
Density functional theory data (the ωB97M-V functional and the def2-TZVPD basis) for a cluster of 2 separate species, C5H10O in total.

Orbital gap ... 10.376 eV
Calculated total energy ... -271.696266 Eh
SMILES string ... C=C(C)C.C=O

Each line ends with the Löwdin charge.
Atoms and positions in Å:
C1 -0.333 0.031 0.947  -0.003
C2 -0.844 0.103 -0.282  -0.424
C3 -0.805 1.371 -1.092  -0.076
C4 -1.500 -1.079 -0.942  -0.074
H1 0.092 0.905 1.436  0.061
H2 -0.345 -0.898 1.511  0.065
H3 -0.348 2.195 -0.536  0.073
H4 -1.814 1.676 -1.397  0.080
H5 -0.228 1.219 -2.013  0.083
H6 -2.535 -0.836 -1.215  0.081
H7 -1.517 -1.951 -0.282  0.075
H8 -0.982 -1.357 -1.868  0.083
C5 2.803 -0.358 0.879  -0.173
O1 3.171 -1.308 0.239  -0.009
H9 2.795 0.670 0.464  0.081
H10 2.460 -0.448 1.929  0.077